Entry 1:
Computed, not measured: 7 unconnected molecules or ions with the total composition C28H35F21O14, with ωB97M-V/def2-TZVPD.

HOMO-LUMO gap = 0.4073 Ha
SMILES = CCOC(=O)C(F)(F)F.CCOC(=O)C(F)(F)F.CCOC(=O)C(F)(F)F.CCOC(=O)C(F)(F)F.CCOC(=O)C(F)(F)F.CCOC(=O)C(F)(F)F.CCOC(=O)C(F)(F)F
HOMO = -11.0 eV
Calculated total energy = -4238.25118 Ha
LUMO level = 0.00150 Ha
Relative energy (zero: lowest compared OMol25 entry of this formula, charge and spin) = 974.2 kJ/mol
Multiplicity = 1

CARTESIAN COORDINATES (ANGSTROEM)
F: 48.81 55.09 40.40
F: 57.14 65.04 41.95
F: 52.76 56.90 40.94
F: 50.12 56.73 39.95
F: 55.52 57.88 36.31
F: 48.91 58.76 46.68
F: 51.43 55.85 36.32
F: 50.36 59.61 47.93
F: 54.98 57.26 40.34
F: 54.35 57.20 42.52
F: 56.55 56.98 37.99
F: 49.98 55.10 38.49
F: 52.97 57.44 36.12
F: 48.44 60.67 47.68
F: 57.82 64.09 39.97
F: 52.12 70.84 39.91
F: 57.67 57.79 36.31
F: 51.88 57.04 38.03
F: 52.86 69.10 38.80
F: 59.05 63.97 41.65
F: 50.78 69.69 38.52
O: 55.79 62.89 42.12
O: 53.95 55.56 38.57
O: 50.55 69.34 41.46
O: 51.90 53.97 39.92
O: 54.11 59.78 42.12
O: 56.35 60.41 36.70
O: 49.78 61.95 45.70
O: 54.00 54.93 36.33
O: 57.04 59.59 38.75
O: 57.80 61.74 41.96
O: 53.65 59.52 40.00
O: 50.41 59.86 44.83
O: 51.81 67.48 40.57
O: 51.19 54.85 41.92
C: 56.70 59.41 37.61
C: 50.68 59.18 42.58
C: 52.43 56.50 36.94
C: 49.82 60.68 45.75
C: 56.66 61.72 36.99
C: 51.42 66.51 41.55
C: 49.97 55.41 39.86
C: 56.03 62.38 35.77
C: 58.36 59.63 43.02
C: 49.40 59.93 47.02
C: 53.58 55.63 37.35
C: 57.26 60.59 42.55
C: 51.79 69.71 39.41
C: 51.35 68.82 40.60
C: 55.98 54.18 35.05
C: 51.87 54.41 44.06
C: 51.92 65.26 41.14
C: 53.85 60.87 39.63
C: 54.00 57.54 41.23
C: 51.16 54.73 40.58
C: 50.80 60.29 43.54
C: 55.23 54.23 36.42
C: 56.61 57.95 37.04
C: 57.68 63.98 41.33
C: 52.52 61.74 39.93
C: 56.92 62.82 41.73
C: 52.06 53.95 42.65
C: 53.80 59.07 41.17
H: 51.46 64.46 41.77
H: 49.67 58.72 42.65
H: 50.22 66.35 41.29
H: 56.45 62.04 34.90
H: 52.65 53.83 44.70
H: 56.05 63.57 35.73
H: 57.57 61.71 37.04
H: 56.21 62.06 37.87
H: 51.89 52.82 42.50
H: 51.44 58.41 42.93
H: 51.58 61.34 39.42
H: 52.68 62.66 39.42
H: 54.52 61.46 40.20
H: 50.81 54.10 44.54
H: 55.10 53.19 36.59
H: 59.17 60.23 43.50
H: 56.65 59.89 42.17
H: 54.11 61.19 38.76
H: 56.67 60.68 43.54
H: 53.08 54.19 42.34
H: 56.03 55.25 34.59
H: 50.85 59.43 41.56
H: 58.76 59.07 42.04
H: 52.94 65.18 41.16
H: 49.96 60.95 43.30
H: 56.98 53.85 35.30
H: 58.00 58.91 43.86
H: 51.93 55.43 44.36
H: 55.96 54.52 37.13
H: 52.29 61.78 40.93
H: 51.66 61.00 43.55
H: 51.65 64.96 40.03
H: 51.64 66.79 42.56
H: 54.95 62.24 35.74
H: 55.47 53.69 34.32

***

Entry 2:
Computed, not measured: a single C28H35N5O2 molecule, with ωB97M-V/def2-TZVPD.

HOMO-LUMO gap = 0.3065 Ha
SMILES = CCc1ccc(-c2nc(CN3CCC(C(=O)N4CCN(c5ccccn5)CC4)CC3)c(C)o2)cc1
HOMO = -7.8 eV
Calculated total energy = -1512.26127 Ha
LUMO level = 0.02149 Ha
Relative energy (zero: lowest compared OMol25 entry of this formula, charge and spin) = 0.0 kJ/mol
Multiplicity = 1

CARTESIAN COORDINATES (ANGSTROEM)
O: 4.53 -1.91 -1.04
O: -2.30 0.90 -0.18
N: -3.49 0.73 1.71
N: 3.98 0.21 -1.28
N: -7.39 2.62 2.72
N: 1.18 -0.21 0.97
N: -6.28 0.68 2.21
C: 3.23 -2.65 0.91
C: -2.50 0.32 0.87
C: -1.65 -0.86 1.33
C: 3.65 -1.61 -0.06
C: 7.28 -0.59 -5.10
C: 5.58 -0.72 -2.89
C: -7.48 0.85 4.33
C: -0.80 -1.42 0.18
C: 6.29 -1.84 -3.29
C: -7.03 1.39 3.11
C: -5.44 -0.43 2.59
C: -4.01 0.06 2.87
C: 3.30 -0.29 -0.21
C: 6.56 0.53 -4.69
C: 4.69 -0.77 -1.75
C: -8.18 3.34 3.50
C: 5.72 0.47 -3.60
C: 2.37 0.54 0.61
C: 7.34 -0.87 -7.57
C: -8.67 2.90 4.72
C: -5.76 1.36 1.04
C: 7.13 -1.77 -4.39
C: -4.33 1.85 1.31
C: -8.30 1.62 5.13
C: 8.15 -0.53 -6.32
C: 0.35 -0.49 -0.19
C: 0.39 0.47 1.98
C: -0.72 -0.45 2.48
H: -5.41 -1.13 1.74
H: -6.41 2.20 0.82
H: 2.93 -3.56 0.39
H: 8.57 0.47 -6.43
H: 1.04 0.74 2.81
H: 7.68 -2.65 -4.70
H: 4.05 -2.90 1.58
H: -5.75 0.66 0.21
H: 6.52 -0.17 -7.70
H: 8.97 -1.24 -6.22
H: 2.14 1.45 0.04
H: 0.98 -0.97 -0.95
H: 6.92 -1.87 -7.49
H: 2.88 0.83 1.54
H: -0.39 -2.38 0.49
H: -9.30 3.52 5.33
H: -2.32 -1.66 1.66
H: -7.21 -0.14 4.64
H: 6.66 1.46 -5.24
H: -1.27 0.05 3.27
H: 7.97 -0.83 -8.46
H: -3.38 -0.78 3.17
H: -1.42 -1.57 -0.70
H: -0.06 1.40 1.58
H: -3.90 2.29 0.41
H: 6.19 -2.77 -2.74
H: 5.16 1.34 -3.27
H: -0.25 -1.35 2.89
H: -8.43 4.32 3.12
H: -4.34 2.59 2.11
H: 2.39 -2.26 1.48
H: -0.05 0.44 -0.62
H: -8.65 1.23 6.07
H: -4.04 0.77 3.71
H: -5.84 -0.95 3.45

***

Entry 3:
Computed, not measured: a molecular structure, C28H35N5P2Pt, with ωB97M-V/def2-TZVPD.

HOMO-LUMO gap (spin up / spin down) = 0.1626 / 0.1211 Ha
HOMO (spin up / spin down) = -4.3 / -8.2 eV
Calculated total energy = -2163.53102 Ha
LUMO level (spin up / spin down) = 0.00304 / -0.17875 Ha
Relative energy (zero: lowest compared OMol25 entry of this formula, charge and spin) = 26.2 kJ/mol
Expectation value of S² = 2.02
Multiplicity = 3

CARTESIAN COORDINATES (ANGSTROEM)
Pt: 4.10 -3.81 -2.02
P: 5.79 -4.58 -0.83
P: 3.60 -5.89 -2.57
N: 5.48 -5.31 0.74
N: 5.13 -0.86 -2.24
N: 7.21 -3.67 -0.50
N: 2.09 -6.78 -2.15
N: 3.68 -6.46 -4.24
C: -1.06 -3.59 1.25
C: 0.75 -6.42 -2.40
C: 5.78 -6.64 1.09
C: 3.56 -5.73 -5.42
C: 2.08 -8.14 -1.83
C: 1.79 -2.01 2.11
C: 9.42 -3.77 0.00
C: 8.17 -4.21 0.38
C: 4.02 -7.78 -4.59
C: 1.73 -3.48 2.41
C: 3.86 -6.57 -6.50
C: 5.65 -6.81 2.46
C: -1.13 -2.72 2.47
C: 1.40 -4.31 1.17
C: 4.75 -1.96 -2.05
C: 7.89 -2.78 -1.36
C: -0.08 -7.53 -2.19
C: 5.16 -4.65 1.94
C: 0.78 -8.62 -1.81
C: 6.24 -6.10 -1.75
C: 4.93 -6.93 -1.84
C: 0.83 -1.07 2.11
C: 2.46 -3.05 -3.01
C: 5.27 -5.54 3.00
C: -0.63 -1.27 2.34
C: 4.18 -7.85 -5.95
C: 9.25 -2.85 -1.09
C: -0.05 -4.34 0.78
H: -0.93 -0.75 3.27
H: 4.51 -8.73 -6.47
H: 2.74 -3.77 2.72
H: 10.04 -2.35 -1.61
H: 1.89 -3.68 -3.71
H: 10.34 -4.12 0.43
H: 5.79 -7.75 2.98
H: -1.18 -0.76 1.54
H: -2.21 -2.61 2.70
H: 3.86 -6.32 -7.54
H: 5.12 -7.91 -2.31
H: 7.87 -4.86 1.17
H: 7.35 -2.13 -2.03
H: 1.02 -3.78 3.18
H: 0.49 -5.42 -2.69
H: 0.48 -9.63 -1.56
H: 2.92 -2.21 -3.57
H: 3.00 -8.65 -1.61
H: 4.17 -8.53 -3.83
H: -1.16 -7.58 -2.28
H: 1.74 -5.35 1.33
H: 7.07 -6.67 -1.30
H: 2.02 -3.97 0.31
H: 6.03 -7.38 0.35
H: 1.84 -2.67 -2.18
H: -0.65 -3.15 3.36
H: 1.13 -0.02 1.96
H: 4.87 -3.60 1.93
H: 3.31 -4.67 -5.39
H: 6.61 -5.78 -2.74
H: -2.05 -3.73 0.77
H: 4.52 -7.16 -0.85
H: 2.81 -1.66 1.92
H: 5.10 -5.32 4.05
H: -0.25 -5.07 -0.02